1.
C2H7S2 | wB97M-V/def2-TZVPD

The geometry in ORCA input format:
```
! wB97M-V def2-TZVPD RIJCOSX def2/J DEFGRID3
* xyz -1 1
S 2.310 0.675 -0.136
H 2.151 0.238 1.121
C -1.010 -1.276 1.329
C -1.168 -1.138 -0.181
S -1.186 0.606 -0.703
H -0.058 -0.807 1.599
H -1.028 -2.300 1.689
H -1.791 -0.696 1.835
H -0.335 -1.613 -0.687
H -2.076 -1.580 -0.573
H 0.206 0.756 -0.567
*
```

Calculated values
Molar mass ... 95.21 g mol⁻¹
Relative energy (zero: lowest compared OMol25 entry of this formula, charge and spin) ... 0.48 kJ/mol
HOMO ... -3.03 eV
Kohn-Sham gap ... 6.7325 eV
E_LUMO ... 3.70 eV

=====

2.
C23H31N3O11OsP3 | wB97M-V/def2-TZVPD

The geometry in ORCA input format:
```
! wB97M-V def2-TZVPD RIJCOSX def2/J DEFGRID3
* xyz 1 5
Os -0.761 -0.511 -0.356
C 0.412 2.408 -3.278
C -0.690 3.206 -3.501
C -1.869 2.839 -2.941
C -1.973 1.729 -2.147
N -0.869 0.971 -1.886
C 0.284 1.290 -2.444
C -3.149 1.353 -1.401
C -4.461 1.354 -1.801
C -5.436 0.922 -0.836
C -5.092 0.532 0.421
C -3.717 0.355 0.648
N -2.813 0.792 -0.206
C -3.173 -0.346 1.825
C -3.928 -0.665 2.939
C -3.332 -1.373 4.001
C -1.987 -1.661 3.939
C -1.267 -1.393 2.783
N -1.908 -0.796 1.742
H 1.365 2.621 -3.730
H -0.605 4.095 -4.117
H -2.654 3.560 -3.028
H 1.112 0.684 -2.095
H -4.769 1.593 -2.814
H -6.474 0.784 -1.169
H -5.894 0.179 1.083
H -5.014 -0.435 2.971
H -3.998 -1.591 4.844
H -1.443 -2.154 4.771
H -0.224 -1.670 2.722
O -3.195 -3.576 -2.324
P -3.047 -2.702 -1.052
O -4.350 -2.292 -0.479
O -2.019 -1.585 -1.469
O -2.176 -3.592 0.027
P -0.606 -3.683 0.436
O 0.069 -4.422 -0.817
O -0.399 -4.351 1.713
O -0.049 -2.205 0.256
H -2.397 -3.821 -2.814
H 0.477 -5.244 -0.570
C 1.861 2.282 2.806
C 2.475 2.760 1.503
C 1.560 3.616 0.616
C 3.755 3.525 1.754
O 2.820 1.628 0.589
P 2.160 0.228 0.677
O 2.351 -0.565 1.905
O 0.574 0.576 0.401
O 2.567 -0.432 -0.728
C 3.563 -1.499 -1.019
C 2.806 -2.412 -1.916
C 4.066 -2.203 0.241
C 4.708 -0.786 -1.783
H 1.785 3.121 3.463
H 2.479 1.477 3.289
H 0.874 1.882 2.664
H 1.297 4.550 1.069
H 0.662 3.080 0.245
H 2.168 3.923 -0.250
H 3.437 4.383 2.362
H 4.145 3.909 0.794
H 4.532 2.997 2.291
H 1.967 -2.775 -1.338
H 3.398 -3.311 -2.135
H 2.518 -1.892 -2.850
H 3.279 -2.554 0.909
H 4.774 -1.569 0.783
H 4.581 -3.095 -0.167
H 4.244 -0.240 -2.624
H 5.293 -1.586 -2.257
H 5.315 -0.218 -1.141
*
```

Calculated values
Molar mass ... 808.66 g mol⁻¹
Relative energy (zero: lowest compared OMol25 entry of this formula, charge and spin) ... 0.00 kJ/mol
HOMO (alpha / beta) ... -12.09 / -12.27 eV
Kohn-Sham gap (alpha / beta) ... 8.4446 / 7.6625 eV
E_LUMO (alpha / beta) ... -3.64 / -4.60 eV

=====

3.
C6H10O | wB97M-V/def2-TZVPD

The geometry in ORCA input format:
```
! wB97M-V def2-TZVPD RIJCOSX def2/J DEFGRID3
* xyz 0 1
C 2.568 -0.079 1.211
O 2.640 -1.274 1.084
C -0.095 -1.145 -0.467
C -1.115 -1.062 0.384
C -1.760 0.301 0.387
C -0.997 1.075 -0.719
C 0.141 0.144 -1.211
H 3.458 0.573 1.112
H 1.610 0.436 1.428
H 1.137 0.556 -0.989
H 0.527 -2.023 -0.611
H -1.456 -1.870 1.026
H -2.837 0.243 0.179
H -1.664 0.782 1.370
H -1.670 1.322 -1.546
H -0.603 2.024 -0.341
H 0.116 -0.002 -2.298
*
```

Calculated values
Molar mass ... 98.14 g mol⁻¹
Relative energy (zero: lowest compared OMol25 entry of this formula, charge and spin) ... 105.69 kJ/mol
HOMO ... -9.04 eV
SMILES ... C1=CCCC1.C=O
Kohn-Sham gap ... 9.8938 eV
E_LUMO ... 0.85 eV

=====

4.
C3H7ClO2S | wB97M-V/def2-TZVPD

The geometry in ORCA input format:
```
! wB97M-V def2-TZVPD RIJCOSX def2/J DEFGRID3
* xyz 0 1
C -0.801 1.024 -0.111
C -0.673 -1.491 0.120
C -0.589 -0.057 0.634
O 4.325 -0.759 -1.101
O 2.417 -1.069 0.523
S 3.785 -0.614 0.211
Cl 2.867 2.004 0.111
H -1.045 0.944 -1.107
H -0.896 2.050 0.166
H 2.320 1.338 -0.880
H -0.943 -1.495 -0.865
H -1.406 -1.985 0.752
H 0.288 -1.975 0.324
H -0.181 0.037 1.575
*
```

Calculated values
Molar mass ... 142.61 g mol⁻¹
Relative energy (zero: lowest compared OMol25 entry of this formula, charge and spin) ... 68.12 kJ/mol
HOMO ... -9.51 eV
Kohn-Sham gap ... 8.6128 eV
E_LUMO ... -0.89 eV

=====

5.
C5H8O2 | wB97M-V/def2-TZVPD

The geometry in ORCA input format:
```
! wB97M-V def2-TZVPD RIJCOSX def2/J DEFGRID3
* xyz 0 1
C 1.492 0.238 -1.131
C 1.102 -0.300 0.219
O 1.920 -0.719 1.018
C -0.347 -0.375 0.591
O -0.576 -1.260 1.634
C -1.444 -0.196 -0.412
C -1.148 0.911 0.560
H 1.128 -0.469 -1.884
H 1.030 1.207 -1.339
H 2.576 0.320 -1.204
H 0.299 -1.375 2.045
H -2.337 -0.787 -0.237
H -1.192 -0.053 -1.460
H -0.680 1.823 0.198
H -1.823 1.035 1.401
*
```

Calculated values
Molar mass ... 100.12 g mol⁻¹
Relative energy (zero: lowest compared OMol25 entry of this formula, charge and spin) ... 102.04 kJ/mol
HOMO ... -9.65 eV
SMILES ... CC(=O)C1(O)CC1
Kohn-Sham gap ... 10.5599 eV
E_LUMO ... 0.91 eV